[1]
{
  "formula": "C3H8OS2",
  "method": "ωB97M-V/def2-TZVPD",
  "e_homo_ev": -8.720,
  "total_energy_ha": -990.61251,
  "orbital_gap_ha": 0.349,
  "smiles": "C=CO.CSS",
  "relative_energy_kcal_mol": 61.6,
  "species": ["C", "C", "O", "H", "H", "H", "H", "C", "S", "S", "H", "H", "H", "H"],
  "xyz": [[1.847, -1.215, 0.748], [1.928, -1.540, 2.100], [2.216, -2.908, 1.960], [1.684, -0.257, 0.402], [2.031, -1.972, -0.048], [2.091, -1.092, 3.018], [2.316, -3.567, 2.690], [-1.727, 0.636, 0.784], [-0.983, 1.719, -0.539], [-1.065, 0.861, -2.239], [-1.521, 1.256, 1.725], [-1.199, -0.378, 1.025], [-2.741, 0.488, 0.594], [0.087, 0.227, -2.426]],
  "nbo_charge": [-0.45, 0.11, -0.75, 0.18, 0.22, 0.20, 0.49, -0.74, 0.08, -0.11, 0.23, 0.23, 0.21, 0.10]
}

***

[2]
{
  "formula": "C3H8OS2",
  "method": "ωB97M-V/def2-TZVPD",
  "e_homo_ev": -9.016,
  "total_energy_ha": -990.67581,
  "orbital_gap_ha": 0.357,
  "smiles": "C=CO.CSS",
  "relative_energy_kcal_mol": 21.8,
  "species": ["C", "C", "O", "H", "H", "H", "H", "C", "S", "S", "H", "H", "H", "H"],
  "xyz": [[0.273, -1.469, 0.770], [0.256, -0.701, 1.845], [-0.916, -0.171, 2.349], [1.195, -1.926, 0.452], [-0.581, -1.715, 0.156], [1.121, -0.252, 2.324], [-0.700, 0.190, 3.216], [0.755, 1.352, -1.543], [-0.089, 0.113, -2.564], [-2.036, 0.350, -2.003], [1.810, 1.320, -1.800], [0.639, 1.039, -0.515], [0.375, 2.362, -1.733], [-2.100, -0.493, -0.955]],
  "nbo_charge": [-0.51, 0.13, -0.69, 0.21, 0.21, 0.17, 0.48, -0.75, 0.09, -0.13, 0.22, 0.23, 0.22, 0.12]
}

***

[3]
{
  "formula": "C3H8OS2",
  "method": "ωB97M-V/def2-TZVPD",
  "e_homo_ev": -8.805,
  "total_energy_ha": -990.65376,
  "orbital_gap_ha": 0.337,
  "smiles": "C=CO.CSS",
  "relative_energy_kcal_mol": 35.7,
  "species": ["C", "C", "O", "H", "H", "H", "H", "C", "S", "S", "H", "H", "H", "H"],
  "xyz": [[-1.908, 1.635, 0.512], [-0.645, 1.632, 0.914], [-0.196, 2.273, 2.061], [-2.215, 1.511, -0.516], [-2.695, 1.718, 1.257], [0.199, 1.346, 0.280], [-0.184, 1.641, 2.768], [1.693, -1.832, -1.755], [-0.140, -1.870, -1.463], [-0.243, -1.918, 0.606], [1.879, -0.847, -2.195], [2.257, -1.974, -0.841], [1.901, -2.555, -2.535], [0.298, -0.759, 0.907]],
  "nbo_charge": [-0.45, 0.11, -0.71, 0.21, 0.20, 0.16, 0.48, -0.73, 0.07, -0.12, 0.22, 0.24, 0.22, 0.11]
}

***

[4]
{
  "formula": "C3H8OSe",
  "method": "ωB97M-V/def2-TZVPD",
  "e_homo_ev": -8.421,
  "total_energy_ha": -2595.70228,
  "orbital_gap_ha": 0.337,
  "smiles": "C[Se]CCO",
  "relative_energy_kcal_mol": 0.0,
  "species": ["C", "Se", "C", "C", "O", "H", "H", "H", "H", "H", "H", "H", "H"],
  "xyz": [[2.297, -0.489, -0.250], [0.996, 0.938, 0.166], [-0.476, -0.444, 0.105], [-1.779, 0.434, 0.513], [-2.331, 1.000, -0.716], [3.407, -0.181, -0.119], [2.116, -1.320, 0.287], [2.327, -0.674, -1.247], [-0.352, -1.061, 0.966], [-0.333, -0.715, -0.939], [-2.439, -0.348, 0.850], [-1.570, 1.108, 1.349], [-1.863, 1.752, -0.966]],
  "nbo_charge": [-0.75, 0.18, -0.54, -0.08, -0.72, 0.23, 0.20, 0.20, 0.21, 0.24, 0.18, 0.18, 0.47]
}